Below is C52H89F12N15O8S2 as an isolated structure in a non-equilibrium geometry, with properties calculated with wB97M-V/def2-TZVPD.

Each line ends with the Löwdin charge.
CARTESIAN COORDINATES (ANGSTROEM)
H1 4.4271 -3.3402 5.1727  0.090
H2 0.8220 -3.9008 -5.9317  0.135
H3 3.4865 9.0673 -4.1185  0.108
H4 3.1971 3.7472 -8.2882  0.106
F1 2.5358 -1.0258 10.6444  0.135
H5 4.7881 0.3081 -0.9149  0.114
C1 -0.4222 2.6381 -6.6831  -0.018
C2 -0.9489 -5.0856 4.3095  -0.133
C3 4.4048 2.4517 -0.5930  -0.043
H6 3.6894 2.8581 -1.3079  0.043
H7 -7.2056 -1.7848 -0.2675  0.164
C4 -6.6158 -2.2215 -1.0599  0.052
H8 -0.9859 0.2577 7.3113  0.044
H9 -0.3756 -5.5272 2.2232  0.059
H10 2.4914 3.0509 -9.7482  0.110
C5 1.0292 4.7913 -2.4246  -0.137
H11 3.1286 -2.1602 3.2887  0.083
N1 1.3125 2.9772 -8.0401  -0.079
C6 4.2643 0.9297 -0.1887  -0.151
H12 0.6355 -2.6044 10.2309  0.139
F2 -1.0339 -0.6918 -1.3805  0.155
C7 0.4994 5.8676 -4.6447  -0.019
N2 0.6019 1.1927 1.6686  -0.313
O1 0.2261 3.8537 1.6961  -0.307
C8 -6.1807 -3.0764 -3.0760  0.014
N3 4.8204 0.7051 1.1196  -0.043
H13 3.0539 0.4398 2.3670  0.103
H14 -6.4996 -3.3852 -4.0606  0.145
H15 -1.8018 -4.6875 -3.2915  0.071
C9 1.8286 5.0895 -1.0669  -0.035
F3 -0.5494 1.5520 4.6935  0.137
H16 8.2322 -0.6091 2.8966  0.106
C10 0.1338 -2.9812 5.2546  0.048
F4 -1.9478 2.0524 3.1826  0.158
H17 -1.2717 2.6651 -6.0168  0.139
H18 1.1418 3.7757 -2.8042  0.107
C11 1.2682 -0.7397 5.5170  0.005
H19 -1.2510 1.1950 8.7657  0.069
H20 4.5811 -1.6356 -2.9012  0.101
H21 -3.2636 -2.1601 -0.5846  0.088
C12 6.1413 0.5382 1.4222  0.031
H22 4.1328 -0.3870 -4.1086  0.087
N4 -7.5380 2.1369 -0.5977  -0.118
C13 -4.2681 -2.1295 -0.1626  -0.007
C14 -8.8837 1.9332 -0.9086  -0.002
C15 -4.7258 2.4851 1.7255  -0.164
O2 0.6058 -1.4114 8.5633  -0.151
N5 -5.2362 -2.4241 -1.1555  -0.095
C16 7.5703 0.0327 3.4781  0.034
H23 3.1293 -2.4313 -6.3558  0.136
N6 1.2694 -3.4693 -3.8381  -0.062
H24 0.3081 -0.2884 -3.7477  0.070
H25 -1.6269 -2.9750 -3.8305  0.058
H26 -6.5671 2.2853 -2.6071  0.140
F5 2.7773 -5.7289 1.3458  0.118
H27 0.9435 -5.8607 3.3301  0.073
H28 1.7769 -0.0254 4.8696  0.091
C17 1.0622 6.9210 -5.3361  -0.004
F6 -1.2638 -1.1482 0.7699  0.091
F7 4.0782 -5.5405 -0.4374  0.092
O3 0.8955 1.6866 -0.8037  -0.347
C18 3.5224 -3.1707 3.1794  -0.288
H29 -2.0310 -5.0797 4.1788  0.122
H30 3.2552 0.5225 -0.1257  0.101
H31 2.3106 1.1531 -7.7397  0.176
H32 5.4090 2.6671 -0.9581  0.072
H33 -0.8535 0.0648 -5.9126  0.131
H34 0.6823 -0.2101 6.2682  0.057
C19 4.2773 -1.4528 -3.9320  0.028
C20 -6.5140 2.2631 -1.5286  -0.003
C21 -0.8794 2.4594 3.7625  -0.589
H35 -8.9651 1.0215 -1.5005  0.101
F8 0.6072 -1.3068 -0.0636  0.132
C22 -0.1419 -5.8717 3.2306  -0.048
H36 0.2700 -3.9217 -2.1255  0.119
N7 -0.5168 -3.6930 4.3146  -0.049
H37 2.0150 -1.2705 6.1075  0.110
O4 1.8228 2.8796 3.1973  -0.294
N8 -5.6478 2.4393 0.5813  -0.015
N9 0.5634 -1.7720 4.8019  -0.033
C23 -0.4153 -0.7005 9.1702  -0.266
O5 3.6172 -2.4892 -0.1579  -0.264
C24 3.1265 -3.4660 0.7229  -0.422
C25 -5.3719 2.4747 -0.8049  0.006
H38 0.8283 7.3686 -6.2907  0.133
N10 0.4174 1.5519 -6.6429  -0.047
C26 -0.0207 -1.6627 3.5192  -0.017
H39 8.0348 1.0153 3.5598  0.100
H40 2.3100 -2.5266 -2.1766  0.132
H41 -4.3547 2.5403 -1.1618  0.134
C27 0.6422 0.5075 -4.4133  -0.050
O6 -1.3547 1.9210 0.1802  -0.366
H42 -4.8063 4.6454 1.5044  0.097
S1 0.5873 2.6667 2.4360  0.652
S2 -0.0410 1.2469 0.2639  0.589
H43 -8.5095 -1.8384 -3.5204  0.137
H44 -0.3337 4.4613 -7.9532  0.138
H45 5.4801 -2.5429 3.9622  0.053
H46 1.7273 0.4874 -4.3126  0.075
C28 -0.5304 0.5557 8.2557  -0.082
H47 -0.8519 -5.4831 5.3198  0.140
C29 5.0260 0.1897 3.3266  0.007
H48 -3.9555 -3.3654 -2.5903  0.115
C30 -6.9983 2.3462 0.6266  0.027
H49 -0.0318 4.7864 -2.1749  0.127
C31 2.5874 -2.6393 -5.4450  -0.011
F9 3.4513 -1.7571 8.7980  0.120
C32 4.6838 -3.2712 4.1156  -0.064
F10 3.1758 -3.0407 10.4317  0.128
H50 1.9498 4.6654 -9.2549  0.110
H51 4.2376 3.0835 0.2793  0.079
C33 -9.2326 -3.7938 -2.8236  -0.035
N11 6.2854 0.3003 2.7708  -0.066
H52 -0.1098 -0.3817 10.1668  0.115
C34 2.5705 -2.0430 9.7641  -0.569
C35 -1.1854 -3.9716 -3.8352  -0.044
H53 -0.3664 -6.9377 3.2668  0.084
N12 1.2019 5.7785 -3.4671  -0.059
H54 1.6494 6.1140 -0.7409  0.084
H55 2.8335 9.1773 -5.7456  0.109
H56 -0.4138 5.3088 -4.7873  0.128
C36 1.1792 -2.4951 9.2925  -0.478
H57 -1.2288 -3.2311 2.3929  0.115
F11 -1.1372 3.7175 4.3192  0.102
H58 5.2811 -4.1580 3.9040  0.089
H59 -8.9775 -1.9047 -1.7524  0.120
H60 -9.2435 2.7596 -1.5215  0.121
O7 3.9968 -3.5169 1.8888  -0.106
C37 3.1966 8.4804 -4.9901  0.038
H61 4.1211 7.9914 -5.2972  0.104
H62 2.9009 5.2293 -1.2032  0.061
H63 -8.5943 -4.3935 -3.4724  0.074
H64 4.8866 -0.0924 4.3597  0.141
C38 -4.0950 3.8431 1.7008  -0.064
H65 -4.4010 -2.7752 0.7055  0.119
C39 1.4372 -3.3836 -5.2102  0.003
C40 4.1309 0.4387 2.2868  0.002
C41 2.2644 -2.7442 -3.2335  0.063
C42 0.2052 0.3132 -5.8390  -0.151
N13 2.2021 7.4120 -4.6807  -0.054
H66 2.8981 6.9421 -2.6711  0.160
C43 0.0755 3.5191 -7.6197  0.022
H67 -3.4998 3.9794 2.6037  0.083
H68 -1.3885 -1.1532 9.3600  0.120
H69 1.6084 4.3857 -0.2642  0.054
H70 -1.1921 -4.3741 -4.8481  0.067
C44 2.1959 6.7429 -3.4672  0.048
H71 2.1555 -3.1539 1.1074  0.109
F12 1.8738 -5.0911 -0.5402  0.107
C45 -0.4947 -0.5920 -0.1984  -0.656
C46 -8.5486 -2.4301 -2.6058  -0.155
H72 -9.3270 -4.4574 -1.9640  0.093
N14 3.0594 -2.2157 -4.2131  -0.086
H73 0.4980 -5.2460 -3.2078  0.145
H74 0.2197 1.4299 -4.0146  0.077
H75 -4.4463 -1.1352 0.2469  0.099
H76 -10.2084 -3.7030 -3.3006  0.097
C47 -4.9704 -3.0691 -2.3700  0.045
C48 1.4383 1.7531 -7.5265  0.012
C49 2.9649 -4.9916 0.2235  -0.481
H77 2.6866 -3.7912 3.5026  0.104
C50 0.2684 -4.1807 -3.1843  -0.163
H78 -4.0023 1.6728 1.6562  0.115
H79 7.4421 -0.2842 4.5131  0.107
H80 -0.0253 -0.7704 2.9108  0.076
H81 -7.6380 2.4271 1.4930  0.177
H82 0.3509 1.1537 8.0234  0.077
H83 -9.4512 1.9417 0.0220  0.119
H84 -5.1594 2.3534 2.7169  0.142
H85 0.7333 -0.4446 -6.4177  0.114
C51 -0.6514 -2.8535 3.2239  -0.044
N15 -7.1521 -2.5921 -2.2510  -0.087
H86 0.2437 -3.1760 6.3112  0.140
H87 5.0083 -1.8934 -4.6100  0.111
H88 -3.3195 3.9677 0.9450  0.078
C52 2.2914 3.6958 -8.8925  0.044
O8 0.8716 -3.6041 8.5316  -0.241
H89 6.9137 0.6954 0.6839  0.165

Calculated values
Charge: +4
Lowest unoccupied orbital energy in eV: -8.294
Strongest force on any atom in hartree/bohr: 0.0858
Energy above the lowest of the compared OMol25 structures with the same formula, charge and spin in eV: 6.893
Frontier orbital gap in eV: 2.341

Below is a 2-piece molecular cluster, C2H7N4O overall in a non-equilibrium geometry, with properties calculated with wB97M-V/def2-TZVPD.

Each line ends with the Löwdin charge.
CARTESIAN COORDINATES (ANGSTROEM)
H1 -2.7347 -1.9351 0.4584  0.134
C1 0.2969 0.2646 -1.1582  0.176
N1 1.0739 0.1231 -0.1142  -0.250
O1 -2.8477 1.2114 -0.3386  0.179
N2 1.8859 1.0421 0.4845  0.139
C2 -2.6934 0.1462 0.0522  -0.471
H2 2.8872 0.7176 0.5405  0.172
H3 0.2660 1.1610 -1.8190  0.136
H4 0.6913 -1.7757 0.5697  0.123
N3 1.0274 -0.8772 0.8000  0.162
H5 0.9654 -0.5222 1.6733  0.087
H6 -0.3028 -0.5383 -1.5912  0.116
H7 1.9039 1.9243 0.0389  0.110
N4 -2.4193 -0.9421 0.4037  0.188

Calculated values
Charge: +1
Lowest unoccupied orbital energy in eV: -4.910
Strongest force on any atom in hartree/bohr: 0.0774
Energy above the lowest of the compared OMol25 structures with the same formula, charge and spin in eV: 3.664
Frontier orbital gap in eV: 9.745

Below is a 2-piece molecular cluster, C7H7FN2O2 overall in a non-equilibrium geometry, with properties calculated with wB97M-V/def2-TZVPD.

Each line ends with the Löwdin charge.
CARTESIAN COORDINATES (ANGSTROEM)
H1 2.8908 -1.1860 1.7155  0.070
H2 -1.0501 -1.3221 -3.3519  0.104
N1 1.1426 -1.2239 -0.9352  0.164
H3 -0.4000 3.6673 -1.4723  0.022
H4 -0.7390 0.6203 2.0017  0.147
H5 3.3540 -1.4767 0.0610  0.101
F1 -2.6400 -0.1644 2.0858  -0.058
C1 -1.1679 1.9833 -0.3705  -0.042
C2 1.3921 -0.8219 0.3587  -0.519
O1 -2.1275 -0.1111 -0.6389  0.097
H6 2.4638 -2.6866 0.9550  0.108
C3 -1.8255 0.8767 1.6177  -0.120
C4 2.5472 -1.5891 0.7958  -0.017
O2 0.8544 0.1217 0.8661  0.086
H7 -2.2113 1.8366 2.0117  0.136
C5 0.1749 -1.0845 -1.7065  -0.222
C6 -0.7161 2.7157 -1.2327  0.196
N2 -0.2207 -0.9294 -2.8634  0.186
C7 -1.7217 0.7741 0.1027  -0.440

Calculated values
Lowest unoccupied orbital energy in eV: -0.067
Strongest force on any atom in hartree/bohr: 0.0699
Energy above the lowest of the compared OMol25 structures with the same formula, charge and spin in eV: 0.768
Frontier orbital gap in eV: 9.825
SMILES string: CC(=O)N=C=N.C#CC(=O)CF

Below is Br2N2O6V as an isolated structure in a non-equilibrium geometry, with properties calculated with wB97M-V/def2-TZVPD.

Each line ends with the Mulliken spin population.
CARTESIAN COORDINATES (ANGSTROEM)
O1 0.6589 -1.0169 1.7907  -0.013
O2 2.6199 -1.7927 1.2713  0.018
O3 -0.6154 0.4605 -3.4028  0.035
Br1 -2.6891 -0.7671 1.1506  0.753
V1 -0.5952 0.4549 0.6330  1.985
Br2 -0.5258 2.5304 2.0135  0.242
N1 -0.7026 0.4014 -2.1535  -0.014
O4 -0.6628 -0.5967 -1.5119  0.037
O5 1.4763 -0.0575 0.3836  -0.032
O6 -0.7138 1.3335 -1.4275  0.001
N2 1.7496 -0.9499 1.2530  -0.011

Calculated values
2S+1: 4
<S²>: 3.774
Lowest unoccupied orbital energy (alpha / beta) in eV: -2.876 / -6.549
Strongest force on any atom in hartree/bohr: 0.1722
Energy above the lowest of the compared OMol25 structures with the same formula, charge and spin in eV: 1.205
Frontier orbital gap (alpha / beta) in eV: 8.058 / 4.343

Below is C20H28NO5RuS as an isolated structure in a non-equilibrium geometry, with properties calculated with wB97M-V/def2-TZVPD.

Each line ends with the Mulliken spin population.
CARTESIAN COORDINATES (ANGSTROEM)
H1 -0.9515 1.4306 3.8660  0.000
C1 3.7887 0.3569 -1.6155  -0.001
C2 -0.1705 3.2632 -0.8885  0.000
H2 0.2807 3.4980 0.0787  0.000
C3 2.2458 0.6719 -3.3846  -0.001
O1 -1.2984 -0.4723 -1.5314  0.116
H3 1.9988 0.7863 -4.4324  0.000
Ru1 -0.2978 -0.1573 0.0075  0.860
H4 1.9301 -1.8449 4.2025  0.000
H5 -1.6209 -3.2146 -1.0188  -0.002
O2 0.9965 -1.7115 0.6141  -0.013
O3 -1.5529 1.9381 1.9943  0.001
C4 -0.8534 -2.8990 -1.7256  0.010
H6 4.6115 -0.4528 -4.5883  0.000
C5 0.9308 -1.0759 1.7382  -0.006
N1 1.4657 0.5615 -1.1254  -0.003
H7 -1.5958 3.8754 1.3565  0.000
H8 0.6195 3.0004 -1.5842  0.000
C6 -2.6102 -1.7020 -3.0631  0.003
H9 -2.7797 3.3303 -0.7516  -0.001
H10 -3.3705 -1.9085 -2.3078  -0.001
C7 2.7278 0.3883 -0.7273  0.011
C8 4.6857 0.4460 -3.9736  0.000
H11 -2.6165 -2.5085 -3.7986  0.000
H12 -0.5006 -1.3864 -3.1833  0.008
H13 5.6559 0.4407 -3.4803  0.000
H14 -0.7278 -3.6717 -2.4868  -0.003
H15 -0.6408 3.1239 3.4288  0.000
C9 -1.8391 -2.5533 3.7167  0.005
H16 -2.9017 -2.7191 3.5907  0.001
H17 -2.9164 1.6197 -0.2797  0.001
O4 -1.0594 2.1602 -0.8025  0.001
C10 -2.1810 2.9507 1.2614  0.001
C11 -1.3547 2.2967 3.3511  0.000
H18 -3.1863 3.1551 1.6540  0.000
C12 0.2486 -1.7319 2.8826  0.005
C13 3.5647 0.4914 -2.9772  0.000
H19 4.7913 0.2168 -1.2332  0.000
H20 -1.7763 -3.4142 5.6698  0.000
H21 0.2034 0.8409 -2.7212  -0.011
H22 4.6413 1.3045 -4.6443  0.000
H23 -2.3060 2.5887 3.8074  0.000
O5 1.2622 0.1327 1.8112  0.008
S1 -1.9457 -1.3696 1.2424  0.003
C14 -1.2459 -1.5961 -2.3995  -0.004
C15 -1.2039 -2.9279 4.8896  -0.003
C16 0.1506 -2.6754 5.0829  0.005
C17 1.2402 0.7001 -2.4428  0.014
H24 0.0817 -2.8073 -1.1756  0.001
H25 2.8715 0.2865 0.3367  -0.001
C18 0.8769 -2.0627 4.0736  -0.002
C19 -1.1187 -1.9375 2.6923  0.000
H26 0.6302 -2.9442 6.0145  0.000
H27 -2.8678 -0.7694 -3.5668  -0.001
C20 -2.3055 2.5181 -0.1897  -0.002
H28 -0.7047 4.1408 -1.2644  -0.001

Calculated values
2S+1: 2
<S²>: 0.757
Lowest unoccupied orbital energy (alpha / beta) in eV: 0.214 / -0.399
Strongest force on any atom in hartree/bohr: 0.0358
Energy above the lowest of the compared OMol25 structures with the same formula, charge and spin in eV: 1.671
Frontier orbital gap (alpha / beta) in eV: 7.218 / 6.550

Below is C6H10S as an isolated structure in a non-equilibrium geometry, with properties calculated with wB97M-V/def2-TZVPD.

Each line ends with the Löwdin charge.
CARTESIAN COORDINATES (ANGSTROEM)
H1 -1.9824 2.3281 2.3096  0.131
H2 -2.4771 0.3365 -1.1819  0.108
H3 -2.3749 2.5078 0.6615  0.077
H4 -2.4679 0.7180 0.9616  0.054
C1 -0.2715 1.7858 0.9569  -0.134
H5 0.9546 -0.4004 1.6543  0.128
C2 -0.2379 0.0144 -0.6940  -0.652
C3 1.4645 -1.5384 0.9488  -0.511
H6 0.6031 -2.5578 1.1998  0.097
H7 1.4916 1.3827 -0.2114  0.129
H8 2.9011 -1.6369 0.9615  0.135
C4 0.3383 1.2151 -0.1774  -0.225
C5 -1.5213 -0.4631 -1.1165  -0.026
H9 -1.8858 -1.5330 -1.2904  0.067
C6 -1.8367 1.6275 1.2147  -0.128
H10 0.2800 2.6413 1.1835  0.060
S1 1.0841 -1.2271 -0.8152  0.689

Calculated values
Lowest unoccupied orbital energy in eV: 0.151
Strongest force on any atom in hartree/bohr: 0.1096
Energy above the lowest of the compared OMol25 structures with the same formula, charge and spin in eV: 7.925
Frontier orbital gap in eV: 8.513